{
  "formula": "C24H60B2F8N4Na5O12P",
  "method": "wB97M-V/def2-TZVPD",
  "symbols": ["Na", "Na", "Na", "Na", "Na", "B", "F", "F", "F", "F", "B", "F", "F", "F", "F", "P", "O", "O", "O", "O", "C", "O", "C", "C", "N", "C", "C", "O", "C", "H", "H", "H", "H", "H", "H", "H", "H", "H", "H", "H", "H", "H", "H", "H", "C", "O", "C", "C", "N", "C", "C", "O", "C", "H", "H", "H", "H", "H", "H", "H", "H", "H", "H", "H", "H", "H", "H", "H", "C", "O", "C", "C", "N", "C", "C", "O", "C", "H", "H", "H", "H", "H", "H", "H", "H", "H", "H", "H", "H", "H", "H", "H", "C", "O", "C", "C", "N", "C", "C", "O", "C", "H", "H", "H", "H", "H", "H", "H", "H", "H", "H", "H", "H", "H", "H", "H"],
  "xyz": [[-1.6034, -2.7701, -2.3766], [-4.5536, -0.1943, -3.4834], [-2.0790, -0.0294, 0.1256], [-3.7028, -3.7957, 1.0049], [-6.3207, -0.6231, 0.4027], [-6.5814, -2.3372, 2.5219], [-5.6483, -3.2254, 2.1468], [-7.0670, -2.7118, 3.7996], [-6.0050, -1.1188, 2.6101], [-7.5917, -2.1825, 1.6111], [-0.1568, -0.2390, -2.5128], [0.9538, 0.3396, -2.9138], [-1.1559, 0.6196, -2.2467], [-0.5191, -1.1761, -3.4413], [-0.1110, -0.8422, -1.2903], [-4.1572, -1.8623, -1.1262], [-3.8830, -2.0874, -2.6423], [-5.4260, -2.5353, -0.5063], [-4.4718, -0.3140, -0.9875], [-2.8924, -2.1959, -0.3388], [-2.8567, -1.2261, 3.3889], [-2.6623, -2.6206, 3.0124], [-2.1893, -3.3439, 4.0658], [-1.8848, -4.8361, 3.7483], [-1.2302, -4.9176, 2.4205], [-0.7655, -6.2815, 2.0795], [-1.8636, -7.3617, 2.0449], [-2.2216, -7.8167, 3.3327], [-3.0989, -8.9414, 3.4101], [-1.9545, -0.6144, 3.3859], [-3.2251, -1.1058, 4.4077], [-3.3134, -0.5610, 2.6560], [-2.7267, -3.2654, 5.0108], [-1.2071, -2.9430, 4.3161], [-2.8296, -5.3794, 3.7368], [-1.2834, -5.1193, 4.6121], [-0.4843, -4.2517, 2.5632], [0.0138, -6.5872, 2.7775], [-0.2440, -6.2167, 1.1245], [-1.5768, -8.2318, 1.4544], [-2.7325, -6.9018, 1.5742], [-4.0825, -8.7928, 2.9643], [-3.2467, -9.2027, 4.4579], [-2.6142, -9.7706, 2.8948], [3.7243, -1.2214, -0.4469], [4.1765, -1.4974, 0.8974], [5.5436, -1.5653, 0.9972], [6.1129, -1.9205, 2.3648], [6.0398, -3.2727, 2.8599], [6.7699, -4.1910, 1.9433], [8.2211, -3.6601, 1.8024], [8.7628, -3.4520, 3.1196], [9.9789, -2.6915, 3.3136], [4.3514, -0.4890, -0.9552], [2.6841, -0.9229, -0.5777], [3.7496, -2.1651, -0.9918], [5.9181, -0.5785, 0.7252], [5.9590, -2.1020, 0.1442], [5.5607, -1.3775, 3.1319], [7.1313, -1.5821, 2.5554], [6.4992, -3.1567, 3.7518], [6.3425, -4.3466, 0.9527], [6.6466, -5.1071, 2.5210], [8.2193, -2.8028, 1.1293], [8.8170, -4.3551, 1.2107], [9.9321, -1.6785, 2.9140], [10.8500, -3.2995, 3.0691], [10.1362, -2.4919, 4.3735], [-0.2470, 2.2146, 2.3479], [-1.2093, 1.9847, 1.2880], [-1.9850, 3.1607, 0.8675], [-2.7385, 2.7872, -0.3664], [-4.1069, 2.2556, 0.0301], [-5.1088, 3.2032, -0.1105], [-6.4144, 2.5435, 0.2308], [-6.4156, 1.5750, 1.2413], [-6.2023, 2.0000, 2.5639], [-0.5722, 2.8190, 3.1947], [0.6572, 2.5855, 1.8654], [0.0072, 1.2810, 2.8498], [-1.3012, 3.9832, 0.6579], [-2.5936, 3.5100, 1.7016], [-2.2593, 2.2249, -1.1678], [-2.8433, 3.7491, -0.8683], [-4.3505, 1.3721, -0.3943], [-5.2412, 3.5086, -1.1485], [-4.9478, 4.0246, 0.5877], [-6.6625, 1.9584, -0.6548], [-7.3530, 3.0936, 0.2975], [-6.0153, 1.0976, 3.1460], [-7.0939, 2.5351, 2.8907], [-5.2914, 2.5986, 2.5574], [0.2659, 3.8265, -2.6380], [0.6106, 4.6662, -3.7705], [1.9254, 5.2892, -3.7468], [2.1962, 5.9899, -5.0851], [1.0976, 6.8649, -5.4427], [1.5105, 7.7226, -6.5424], [2.8209, 8.5447, -6.4805], [3.9391, 7.7161, -6.5785], [4.3627, 7.4351, -7.9301], [0.8453, 4.1603, -1.7772], [0.5406, 2.8326, -2.9911], [-0.7655, 3.8444, -2.2861], [2.7562, 4.6125, -3.5469], [1.8717, 6.0658, -2.9838], [2.2646, 5.1902, -5.8227], [3.1438, 6.4986, -4.9076], [0.5954, 6.0540, -5.7748], [0.8082, 8.5491, -6.6502], [1.4608, 7.1565, -7.4726], [2.7939, 9.1345, -5.5643], [2.9388, 9.3299, -7.2272], [5.2037, 6.7417, -7.9384], [4.5902, 8.3216, -8.5221], [3.6372, 6.8849, -8.5293]],
  "mulliken_charge": [0.855, 0.879, 0.686, 0.686, 0.878, 0.144, -0.190, -0.394, -0.238, -0.374, 0.640, -0.363, -0.331, -0.462, -0.427, 1.357, -1.084, -0.903, -0.956, -1.005, -0.918, 0.183, -0.866, -0.839, -0.108, -0.828, -0.450, -0.319, -0.745, 0.416, 0.433, -0.023, 0.452, 0.447, 0.415, 0.369, 0.175, 0.365, 0.399, 0.563, 0.200, 0.293, 0.234, 0.313, -0.596, -0.327, -0.589, -0.658, -0.489, -0.708, -0.447, -0.363, -0.790, 0.330, 0.064, 0.285, 0.398, 0.392, 0.427, 0.376, 0.313, 0.274, 0.402, 0.287, 0.518, 0.317, 0.303, 0.262, -0.898, -0.101, -0.286, -1.230, 0.715, -0.615, -0.927, -0.142, -0.562, 0.355, 0.301, 0.209, 0.431, 0.318, 0.334, 0.480, 0.100, 0.350, 0.383, 0.237, 0.469, 0.174, 0.230, 0.164, -0.542, -0.386, -0.608, -0.593, -0.392, -0.418, -0.716, -0.326, -0.810, 0.326, 0.273, 0.062, 0.349, 0.338, 0.304, 0.466, 0.296, 0.341, 0.306, 0.337, 0.440, 0.281, 0.326, 0.311],
  "energy_ev": -110871.7581,
  "homo_energy_ev": -8.12
}


{
  "formula": "C24H60Cd2F12N4O4P2S",
  "method": "wB97M-V/def2-TZVPD",
  "symbols": ["Cd", "Cd", "S", "O", "O", "O", "O", "P", "F", "F", "F", "F", "F", "F", "P", "F", "F", "F", "F", "F", "F", "C", "C", "N", "C", "C", "C", "C", "H", "H", "H", "H", "H", "H", "H", "H", "H", "H", "H", "H", "H", "H", "H", "C", "C", "N", "C", "C", "C", "C", "H", "H", "H", "H", "H", "H", "H", "H", "H", "H", "H", "H", "H", "H", "H", "C", "C", "N", "C", "C", "C", "C", "H", "H", "H", "H", "H", "H", "H", "H", "H", "H", "H", "H", "H", "H", "H", "C", "C", "N", "C", "C", "C", "C", "H", "H", "H", "H", "H", "H", "H", "H", "H", "H", "H", "H", "H", "H", "H"],
  "xyz": [[13.3452, 22.7241, 36.1418], [9.3156, 29.4453, 36.8867], [11.2576, 26.0575, 36.4992], [12.0637, 25.4933, 35.4121], [9.8762, 26.4218, 36.2399], [11.4750, 24.9781, 37.4055], [11.6990, 27.3706, 36.9704], [4.1026, 29.5161, 35.2360], [4.0538, 31.1402, 34.7812], [5.6233, 29.7187, 35.7437], [3.6565, 30.0643, 36.6872], [4.1830, 28.0104, 35.9115], [2.5534, 29.2934, 34.8620], [4.5423, 29.0174, 33.7623], [16.2145, 22.0427, 31.5475], [15.6267, 20.6260, 30.9865], [17.4743, 21.2102, 32.2829], [16.9929, 22.2172, 30.1759], [16.7969, 23.4043, 32.1269], [15.0068, 22.8245, 30.8705], [15.3608, 21.9068, 32.9358], [7.8597, 27.2429, 40.6811], [8.9237, 28.2176, 41.1896], [8.7181, 29.5719, 40.5144], [9.8088, 30.4251, 41.0352], [9.9183, 31.8753, 40.5739], [7.4083, 30.0422, 41.0279], [7.1167, 29.9656, 42.5907], [7.1053, 27.0086, 41.4321], [8.2788, 26.2712, 40.4199], [7.3885, 27.6093, 39.7690], [8.9664, 28.3966, 42.2639], [9.8497, 27.6899, 40.9613], [9.8619, 30.3698, 42.1225], [10.7182, 29.9505, 40.6666], [9.5929, 32.5935, 41.3265], [10.9538, 32.0866, 40.3068], [9.2611, 32.1710, 39.7562], [6.5548, 29.7092, 40.4373], [7.3613, 31.1069, 40.7991], [7.9878, 30.3973, 43.0836], [6.9900, 28.9104, 42.8328], [6.1332, 30.3764, 42.8190], [9.9275, 21.1482, 33.1639], [10.5565, 19.9362, 33.8985], [10.8832, 20.2579, 35.3198], [9.7495, 20.6855, 36.1172], [8.4974, 19.7749, 36.0504], [11.3509, 18.9814, 35.8885], [12.4523, 18.2392, 35.1059], [9.4038, 20.9152, 32.2368], [10.6677, 21.9183, 32.9467], [9.1749, 21.6797, 33.7464], [9.8488, 19.1248, 33.7283], [11.5061, 19.6825, 33.4273], [9.4727, 21.6279, 35.6446], [9.9311, 20.8363, 37.1813], [7.6074, 20.2071, 36.5078], [8.5839, 18.7404, 36.3827], [8.2092, 19.7771, 34.9992], [11.5468, 19.1039, 36.9537], [10.5810, 18.2113, 35.9373], [11.9571, 17.7672, 34.2573], [13.1800, 18.9763, 34.7663], [12.9647, 17.4583, 35.6678], [14.5017, 21.4420, 40.5023], [15.5932, 21.3898, 39.4520], [15.7893, 22.4201, 38.4663], [15.8666, 23.7171, 39.2587], [16.2781, 24.9102, 38.3733], [17.0973, 22.1546, 37.7427], [18.3941, 21.9971, 38.5505], [13.5206, 21.7392, 40.1319], [14.7751, 21.9675, 41.4173], [14.3531, 20.4178, 40.8445], [16.4876, 21.2300, 40.0543], [15.3710, 20.4452, 38.9555], [14.8866, 23.9045, 39.6975], [16.5734, 23.5872, 40.0782], [17.3522, 24.9658, 38.1964], [15.8684, 24.8705, 37.3640], [16.0905, 25.8507, 38.8914], [17.2098, 22.9001, 36.9555], [16.8166, 21.2211, 37.2550], [18.6618, 22.8445, 39.1817], [19.2714, 21.8662, 37.9170], [18.4462, 21.0788, 39.1354], [12.7346, 31.6091, 32.6315], [11.8599, 30.9954, 33.7508], [10.4539, 31.4670, 34.0829], [10.5651, 32.8723, 34.3655], [9.2399, 33.6543, 34.6029], [9.6311, 31.3676, 32.8517], [9.6349, 30.0018, 32.1601], [12.7359, 32.6981, 32.6767], [12.3959, 31.3745, 31.6223], [13.7368, 31.1911, 32.7263], [11.7382, 29.9603, 33.4317], [12.4510, 30.9851, 34.6665], [11.2148, 32.9171, 35.2395], [11.1121, 33.4001, 33.5843], [9.4393, 34.6227, 35.0617], [8.6180, 33.8136, 33.7220], [8.5448, 33.1331, 35.2612], [9.9548, 32.0693, 32.0829], [8.5647, 31.5918, 32.8792], [10.5310, 29.9477, 31.5419], [8.7307, 29.7696, 31.5974], [9.6616, 29.1796, 32.8752]],
  "mulliken_charge": [1.359, 1.333, 1.460, -0.692, -0.707, -0.698, -0.676, 1.158, -0.382, -0.379, -0.354, -0.368, -0.349, -0.339, 1.168, -0.360, -0.382, -0.349, -0.351, -0.342, -0.399, -1.209, -0.446, -0.181, -0.388, -1.341, -0.650, -1.039, 0.299, 0.356, 0.297, 0.432, 0.484, 0.259, 0.456, 0.341, 0.354, 0.337, 0.456, 0.396, 0.283, 0.228, 0.413, -1.272, -0.600, 0.094, -0.646, -1.079, -0.433, -1.433, 0.379, 0.339, 0.286, 0.377, 0.551, 0.346, 0.416, 0.412, 0.288, 0.264, 0.575, 0.223, 0.353, 0.324, 0.396, -1.522, -0.432, 0.082, -0.508, -1.301, -0.593, -1.195, 0.317, 0.360, 0.459, 0.297, 0.432, 0.475, 0.391, 0.340, 0.277, 0.367, 0.437, 0.443, 0.282, 0.408, 0.356, -1.084, -0.639, 0.034, -0.399, -1.384, -0.401, -1.402, 0.295, 0.261, 0.415, 0.379, 0.497, 0.441, 0.222, 0.402, 0.340, 0.342, 0.396, 0.490, 0.279, 0.391, 0.303],
  "energy_ev": -111160.0422,
  "de_lowest_kcal_mol": 384.6,
  "homo_energy_ev": -9.53
}